Version 1
C5H10N2O2S | ωB97M-V/def2-TZVPD

Values from the calculation:
Net charge = 0
Gap between HOMO and LUMO = 0.2556 hartree

Each line ends with the natural charge from an NBO analysis.
Geometry (Å):
C  1.93  -0.33  -0.08  -0.1468
C  -0.21  1.54  -1.19  -0.7158
C  -1.33  0.23  1.31  -0.4500
C  -1.10  -1.95  -0.04  -0.4385
C  -0.24  0.10  -0.89  0.2457
N  -0.89  -0.54  0.12  -0.3911
N  2.45  0.83  0.37  0.3683
O  3.48  1.11  -0.23  -0.4041
O  1.83  1.60  1.14  -0.4807
S  2.30  -1.86  -0.01  0.0340
H  0.13  1.72  -2.24  0.2524
H  0.42  2.07  -0.46  0.2828
H  -1.26  1.88  -1.07  0.2338
H  -2.07  0.92  1.27  0.2084
H  -1.50  -0.34  2.25  0.2273
H  -0.35  0.74  1.52  0.2512
H  -1.91  -2.18  -0.86  0.2059
H  -0.17  -2.66  -0.21  0.2586
H  -1.60  -2.18  0.99  0.2151
H  0.08  -0.70  -1.67  0.2434



Version 2
C5H10N2O2S | ωB97M-V/def2-TZVPD

Values from the calculation:
SMILES = C=[S@H](N)=O.C/C=N/C=C=O
Net charge = 0
Gap between HOMO and LUMO = 0.3045 hartree

Each line ends with the natural charge from an NBO analysis.
Geometry (Å):
C  -3.41  -0.55  -0.98  0.7299
C  -2.20  0.00  -1.11  -0.3778
C  -0.56  2.23  1.44  -0.6664
C  0.63  -0.82  -0.62  -0.9919
C  -0.79  1.68  0.05  0.1509
N  0.11  -3.29  0.36  -1.0379
N  -1.78  0.93  -0.05  -0.4368
O  -4.49  -0.89  -0.90  -0.4234
O  1.25  -1.48  1.87  -0.9048
S  1.23  -1.93  0.52  1.7170
H  -0.91  -2.98  0.48  0.4059
H  -1.54  -0.36  -1.70  0.2066
H  -0.62  1.51  2.24  0.2369
H  -1.45  2.90  1.54  0.2295
H  0.40  2.78  1.57  0.2064
H  1.37  -0.16  -1.07  0.2235
H  0.20  -1.41  -1.41  0.2029
H  -0.05  2.02  -0.71  0.1439
H  0.27  -3.74  -0.58  0.3829
H  2.35  -2.90  0.40  0.0026



Ranked by calculated energy, most stable first: version 2, version 1.



Version 1
C10H9NO2 | ωB97M-V/def2-TZVPD

Values from the calculation:
Net charge = 0
Gap between HOMO and LUMO (alpha / beta) = 0.2565 / 0.2663 hartree

Each line ends with the natural charge from an NBO analysis.
Geometry (Å):
C  -0.68  -1.44  2.55  -0.2175
C  0.65  -1.10  2.50  -0.2080
C  -1.48  -1.18  1.45  -0.2124
C  1.23  -0.61  1.39  -0.1945
C  -0.95  -0.55  0.33  -0.2059
C  0.47  -0.25  0.18  -0.1164
C  -0.54  1.86  -1.98  0.2362
C  -2.61  2.53  -0.90  0.8594
C  1.08  0.19  -1.01  0.2805
C  2.27  -0.41  -1.69  -0.6640
N  -1.55  2.04  -1.08  -0.5597
O  -3.63  3.00  -0.56  -0.5100
O  0.46  1.00  -1.91  -0.4042
H  -1.14  -1.89  3.44  0.2132
H  1.28  -1.34  3.32  0.2089
H  -2.52  -1.49  1.36  0.2136
H  2.26  -0.50  1.47  0.2058
H  -1.82  -0.32  -0.32  0.2217
H  -0.56  2.30  -2.95  0.1728
H  2.39  -1.52  -1.71  0.2186
H  3.21  -0.19  -1.16  0.2232
H  2.16  -0.10  -2.72  0.2389



Version 2
C10H9NO2 | ωB97M-V/def2-TZVPD

Values from the calculation:
Net charge = 0
Gap between HOMO and LUMO (alpha / beta) = 0.2711 / 0.2711 hartree

Each line ends with the natural charge from an NBO analysis.
Geometry (Å):
C  0.20  -1.16  -2.28  -0.2283
C  1.00  -2.22  -1.79  -0.1868
C  0.04  -0.01  -1.56  -0.1697
C  1.54  -2.12  -0.53  -0.1752
C  0.71  0.16  -0.35  -0.1470
C  1.42  -0.91  0.18  -0.1363
C  0.68  1.38  0.41  0.3680
C  1.73  -0.87  1.66  0.2728
C  -0.59  1.70  0.51  0.1832
C  -2.93  1.31  0.75  -0.4215
N  -1.54  1.40  1.26  -0.4827
O  1.69  2.01  0.80  -0.6629
O  2.35  0.04  2.33  -0.6347
H  -0.37  -1.25  -3.13  0.2118
H  1.05  -3.23  -2.13  0.2211
H  -0.44  0.94  -1.89  0.2309
H  2.21  -2.82  -0.21  0.2146
H  -3.06  2.20  0.11  0.2308
H  -2.92  0.27  0.19  0.2223
H  -3.70  1.24  1.68  0.2120
H  -1.45  0.96  2.19  0.3813
H  2.35  0.99  1.80  0.4963



Ranked by calculated energy, most stable first: version 1, version 2.



Version 1
C3H3BrN2O | ωB97M-V/def2-TZVPD

Values from the calculation:
SMILES = N=C=NBr.C=C=O
Net charge = 0
Gap between HOMO and LUMO = 0.3323 hartree

Each line ends with the natural charge from an NBO analysis.
Geometry (Å):
C  2.23  -0.80  -1.53  0.6663
C  0.07  1.84  0.13  0.7342
C  0.44  3.05  0.38  -0.7791
N  1.81  -0.94  -2.64  -0.6873
N  2.79  -0.90  -0.44  -0.6499
O  -0.31  0.76  -0.07  -0.4605
Br  4.17  0.09  0.36  0.2494
H  1.41  3.25  0.54  0.2518
H  1.04  -1.04  -3.19  0.4217
H  -0.26  3.77  0.55  0.2534



Version 2
C3H3BrN2O | ωB97M-V/def2-TZVPD

Values from the calculation:
SMILES = Nc1ncoc1Br
Net charge = 0
Gap between HOMO and LUMO = 0.3099 hartree

Each line ends with the natural charge from an NBO analysis.
Geometry (Å):
C  -0.51  -1.72  0.23  0.2654
C  0.46  0.13  0.05  0.2845
C  -1.10  0.29  -0.14  0.0222
N  0.68  -1.13  0.30  -0.4884
N  1.22  1.27  0.25  -0.7950
O  -1.49  -0.93  -0.04  -0.3684
Br  -1.96  1.85  -0.70  0.1078
H  -0.47  -2.78  0.55  0.2129
H  0.95  2.00  -0.46  0.3830
H  2.23  1.02  -0.04  0.3759



Ranked by calculated energy, most stable first: version 2, version 1.